Entry from OMol25: a molecular structure, C31H40BF4GeMoN6 at a distorted geometry (ωB97M-V/def2-TZVPD).

As for the HOMO-LUMO gap (alpha / beta): 7.716 / 7.788 eV. The HOMO energy (alpha / beta) comes out at -10.75 / -10.77 eV. Its energy above the lowest of the compared OMol25 structures with the same formula, charge and spin is 23.7 kJ/mol. Its LUMO energy (alpha / beta) is -0.11152 / -0.10958 hartree. The multiplicity is 1. The charge is +1. The largest force on an atom is 0.0215 Eh/bohr.

Atoms and positions in Å:
Mo1 0.0186 -0.3643 -0.0214
C1 -1.8285 1.3676 3.7551
N1 -2.6633 1.4915 2.5625
C2 -4.1260 1.4367 2.6534
C3 -4.5290 0.7609 1.3382
N2 -3.3043 0.8372 0.5436
C4 -3.3692 0.9616 -0.8984
C5 -2.2577 1.2062 1.3110
N3 -1.0116 1.2558 0.8563
C6 -0.0319 2.1115 1.5534
C7 1.1246 2.3349 0.6039
N4 1.5713 0.9999 0.1672
C8 2.7725 0.7472 -0.3278
N5 3.1468 -0.5089 -0.6544
C9 2.4894 -1.6802 -0.1211
C10 4.5899 -0.5666 -0.8684
C11 4.9462 0.9017 -1.0964
N6 3.7814 1.6183 -0.5635
C12 3.6271 3.0218 -0.9277
H1 -2.4357 0.9291 4.5450
H2 -1.4603 2.3355 4.0940
H3 -1.0025 0.6912 3.5565
H4 -4.5472 2.4380 2.7548
H5 -4.4162 0.8526 3.5250
H6 -5.3314 1.2947 0.8300
H7 -4.8388 -0.2778 1.4704
H8 -4.0745 1.7497 -1.1717
H9 -3.6901 0.0195 -1.3467
H10 -2.3834 1.2055 -1.2827
H11 0.3524 1.6180 2.4510
H12 -0.4848 3.0621 1.8433
H13 1.9225 2.8813 1.1083
H14 0.7813 2.9203 -0.2540
H15 2.5862 -1.7549 0.9650
H16 2.8805 -2.5745 -0.6095
H17 1.4253 -1.7868 -0.4165
H18 4.8208 -1.2008 -1.7234
H19 5.0858 -0.9706 0.0183
H20 5.0677 1.1415 -2.1559
H21 5.8540 1.1945 -0.5703
H22 4.2744 3.2174 -1.7827
H23 3.9155 3.6893 -0.1165
H24 2.6089 3.2389 -1.2320
F1 1.6439 -1.9565 3.0967
B1 0.3888 -2.2347 2.6189
F2 0.4374 -3.0005 1.4536
F3 -0.4806 -2.7074 3.5547
F4 -0.1685 -0.9073 2.1377
C13 -0.0605 -0.1593 -1.8412
Ge1 -0.5017 -1.8026 -2.8411
C14 1.1845 -2.7311 -3.0920
C15 1.4049 -4.0097 -2.5819
C16 2.6467 -4.6229 -2.7119
C17 3.6846 -3.9649 -3.3543
C18 3.4803 -2.6915 -3.8724
C19 2.2399 -2.0825 -3.7386
C20 -1.4462 -1.5855 -4.4980
C21 -0.9418 -2.0877 -5.6957
C22 -1.6735 -1.9692 -6.8724
C23 -2.9102 -1.3450 -6.8641
C24 -3.4267 -0.8424 -5.6759
C25 -2.6972 -0.9645 -4.5045
C26 -1.6273 -2.8021 -1.6131
C27 -1.9413 -2.2753 -0.3669
C28 -2.6922 -2.9465 0.5869
C29 -3.1770 -4.2061 0.2705
C30 -2.9109 -4.7543 -0.9793
C31 -2.1459 -4.0644 -1.9099
H25 0.2343 0.7155 -2.4248
H26 0.6178 -4.5338 -2.0529
H27 2.8010 -5.6158 -2.3106
H28 4.6488 -4.4445 -3.4608
H29 4.2822 -2.1791 -4.3889
H30 2.1047 -1.0860 -4.1469
H31 0.0214 -2.5836 -5.7228
H32 -1.2779 -2.3657 -7.7979
H33 -3.4777 -1.2533 -7.7802
H34 -4.3960 -0.3622 -5.6665
H35 -3.1187 -0.5775 -3.5826
H36 -1.7474 -1.2103 -0.1123
H37 -2.8696 -2.5072 1.5596
H38 -3.7554 -4.7623 0.9955
H39 -3.2979 -5.7347 -1.2241
H40 -1.9551 -4.5201 -2.8750

Atomic forces in eV per Å
0.646 0.740 0.508
-0.150 -0.064 -0.023
-0.007 0.002 0.000
0.024 -0.058 0.051
-0.021 0.062 -0.047
0.017 0.051 0.035
0.065 -0.064 0.023
0.198 -0.034 0.040
-0.158 0.074 -0.192
-0.045 -0.134 0.017
0.138 -0.106 -0.120
0.033 -0.129 -0.060
-0.250 0.359 0.229
-0.073 -0.099 -0.062
-0.160 -0.051 0.183
0.011 0.014 -0.055
0.003 0.013 0.056
-0.002 -0.097 -0.022
0.042 -0.027 -0.026
0.022 0.016 0.019
0.016 -0.008 0.016
-0.076 0.007 0.094
0.008 0.006 -0.004
-0.017 -0.003 -0.015
-0.003 -0.002 0.012
0.008 0.003 0.010
-0.006 -0.018 -0.023
-0.031 -0.001 0.014
0.022 0.019 0.010
0.064 0.126 -0.094
0.021 0.014 -0.022
0.008 -0.017 0.027
-0.032 0.011 0.037
-0.024 -0.075 -0.056
0.179 0.080 0.106
0.072 -0.110 -0.211
0.014 -0.002 0.027
-0.007 0.008 0.011
-0.033 -0.046 -0.013
-0.008 0.007 -0.032
-0.006 0.039 0.024
0.009 -0.014 0.004
0.001 0.007 -0.008
0.176 0.067 0.019
-0.066 -0.120 0.179
-0.005 -0.053 -0.065
-0.069 0.008 -0.056
0.043 -0.265 0.013
-0.140 -0.007 -0.547
-0.044 -0.182 0.306
0.209 -0.062 -0.069
0.068 -0.001 0.037
-0.038 0.009 0.005
0.028 0.019 -0.025
-0.059 -0.027 0.039
0.046 0.008 0.009
-0.155 0.225 -0.370
-0.052 0.022 -0.049
0.030 0.002 0.014
-0.035 0.013 0.048
0.059 -0.029 -0.037
-0.008 0.011 0.005
-0.280 -0.172 0.120
0.115 0.295 0.269
0.068 -0.204 -0.168
0.038 0.016 0.019
-0.005 -0.013 0.035
0.055 0.017 0.047
-0.057 -0.048 -0.080
-0.046 0.015 -0.017
-0.001 -0.011 0.011
0.005 -0.013 0.003
0.014 0.002 -0.014
-0.055 0.011 0.000
0.024 0.002 0.043
0.027 -0.014 -0.001
-0.006 -0.004 -0.024
-0.014 0.011 0.008
0.030 -0.007 0.021
-0.401 -0.049 -0.161
-0.010 0.023 0.009
-0.018 -0.008 -0.005
-0.006 0.000 -0.019
0.023 0.014 -0.021